# 1
16
Properties=species:S:1:pos:R:3 method="wB97M-V/def2-TZVPD" lumo_ha=0.028 orbital_gap_ev=10.23 homo_energy_ev=-9.5
C 1.1937 0.5018 0.5171
N 0.5650 -0.2496 1.4598
N 2.5571 0.6577 0.6329
O 0.7439 -0.2899 -1.0597
H 0.8410 0.2746 -1.8326
H 0.6805 1.4384 0.3086
H 1.0682 -1.0890 1.7220
H 2.9771 1.2252 -0.0876
H 3.0697 -0.1987 0.7960
H -0.4059 -0.5214 1.1510
C -2.5637 -0.1635 -0.5881
O -1.5092 -0.9946 -0.1749
H -0.6308 -0.7878 -0.7543
H -2.9175 -0.4303 -1.5922
H -3.3973 -0.2705 0.1116
H -2.2719 0.8977 -0.6097

# 2
16
Properties=species:S:1:pos:R:3 method="wB97M-V/def2-TZVPD" lumo_ha=0.025 orbital_gap_ev=9.33 homo_energy_ev=-8.7 smiles="[H]/N=C/NC.O.O"
C 0.1159 -1.9198 -0.8916
N 0.1674 -0.6736 -0.1477
C 1.3321 -0.1677 0.3848
N 1.8174 1.0037 0.1488
H 0.2109 -1.6348 -1.9435
H 0.8792 -2.5853 -0.4523
H -0.8000 -2.4704 -0.7192
H -0.6865 -0.2455 0.2144
H 2.0189 -1.0080 0.6936
H 2.6705 0.9206 -0.3993
H 0.0970 2.3145 1.6384
H 0.2858 2.0243 0.1776
O -0.3855 2.3819 0.8180
H -2.5635 1.3644 -0.1623
H -2.6477 0.2937 0.7986
O -2.5119 0.4020 -0.1583

# 3
16
Properties=species:S:1:pos:R:3 method="wB97M-V/def2-TZVPD" lumo_ha=0.024 orbital_gap_ev=10.16 homo_energy_ev=-9.5 smiles=NCO.NCO
N 1.2134 -0.7762 0.8472
C 1.2033 0.3609 1.7608
O 1.4959 0.0483 3.0999
H 1.6950 -1.5658 1.2699
H 0.2545 -1.0214 0.6387
H 1.9688 1.0797 1.4578
H 0.2425 0.8863 1.6999
H 0.8979 -0.6340 3.4243
N -1.4298 -0.9204 -1.8187
C -1.3553 0.5063 -2.0451
O -0.0881 1.0297 -1.6810
H -1.6837 -1.1310 -0.8628
H -0.5193 -1.3299 -1.9918
H -1.4774 0.6468 -3.1226
H -2.1817 0.9939 -1.5257
H -0.2360 1.8267 -1.1509

# 4
17
Properties=species:S:1:pos:R:3 method="wB97M-V/def2-TZVPD" lumo_ha=0.014 orbital_gap_ev=10.28 homo_energy_ev=-9.9 smiles="NCNC=O.O.O"
O 0.7220 -1.3209 2.7176
C -0.2356 -0.9769 2.0641
N -0.1904 -0.0578 1.0541
C 1.0575 0.4609 0.5297
N 1.3683 -0.0896 -0.8013
H -1.2467 -1.3888 2.1857
H -1.0502 0.2638 0.6445
H 1.8593 0.2016 1.2120
H 0.9783 1.5507 0.4598
H 1.4871 0.6230 -1.5098
H 2.1361 -0.7372 -0.7504
H -1.5183 1.7090 -1.5778
H -2.0043 3.1453 -1.2992
O -1.3432 2.6332 -1.7747
H -0.9900 -1.2128 -3.2806
H -0.3110 -0.7307 -1.9910
O -0.9351 -1.3898 -2.3310